This record from the OMol25 dataset describes C8H16N2O3S as an isolated structure at a distorted geometry. The level of theory is ωB97M-V/def2-TZVPD.

Output
Orbital gap   9.7 eV
Maximum force   5.46 eV/A
Spin multiplicity   1
HOMO   -9.31 eV
Total energy   -1047.549799 hartree

CARTESIAN COORDINATES (ANGSTROEM)
1 C 2.319 0.667 0.262
2 C 0.688 0.299 0.226
3 C 3.022 -0.587 -0.406
4 C 4.385 -0.333 -1.310
5 C 3.370 -1.844 0.550
6 C -1.413 -0.084 -0.883
7 C -2.030 1.455 -0.295
8 C -1.715 -1.445 -0.011
9 H 2.224 2.247 1.477
10 H 2.832 0.583 2.301
11 H 2.484 1.428 -0.600
12 H 2.229 -0.661 -1.220
13 H 4.423 0.822 -1.821
14 H 4.336 -1.354 -2.276
15 H 5.363 -0.461 -0.386
16 H 3.410 -2.844 -0.073
17 H 4.559 -1.681 1.063
18 H 2.288 -1.567 1.339
19 H 0.211 0.369 -1.824
20 H -1.695 -0.198 -2.031
21 H -1.119 -1.601 1.061
22 H -1.101 -2.259 -0.703
23 H -3.721 -2.200 1.443
24 H -3.880 0.915 -0.047
25 N 2.845 1.408 1.379
26 N 0.006 0.134 -0.946
27 O 0.055 0.434 1.343
28 O -1.341 2.396 -0.234
29 O -3.328 1.780 -0.232
30 S -3.602 -1.748 0.216

natural (NBO) atomic charge list, values in e, 4 entries: C -0.114; C 0.664; C -0.259; C -0.637



This record from the OMol25 dataset describes one molecule with the formula C8H16N2O3S at a distorted geometry. The level of theory is ωB97M-V/def2-TZVPD.

Output
Orbital gap   9.3 eV
Maximum force   3.02 eV/A
Spin multiplicity   1
HOMO   -9.05 eV
Total energy   -1047.703195 hartree

CARTESIAN COORDINATES (ANGSTROEM)
1 C -0.429 -0.648 0.938
2 C -0.346 0.608 1.279
3 C -0.240 -1.455 -0.298
4 C 0.014 1.462 -0.818
5 C -0.724 1.050 2.698
6 C -0.118 -2.892 0.246
7 C 1.451 2.320 0.920
8 C 1.050 -1.524 -2.346
9 N 0.395 1.488 0.392
10 N 0.930 -0.995 -1.022
11 O -2.545 0.779 -0.389
12 O -1.649 2.784 -1.534
13 O -1.748 0.575 -2.657
14 S -1.746 1.328 -1.439
15 H -0.723 -1.061 1.948
16 H -1.085 -1.342 -0.961
17 H 0.491 2.111 -1.560
18 H -1.361 1.943 2.612
19 H 0.195 1.133 3.337
20 H -1.437 0.216 3.083
21 H 0.723 -2.949 1.029
22 H 0.209 -3.507 -0.690
23 H -1.205 -3.164 0.696
24 H 2.343 2.481 0.219
25 H 1.031 3.320 1.072
26 H 1.756 1.790 1.819
27 H 1.259 -2.615 -2.381
28 H 0.023 -1.330 -2.804
29 H 1.807 -0.939 -3.001
30 H 1.678 -0.967 -0.389

natural (NBO) atomic charge list, values in e, 4 entries: C -0.176; C 0.186; C -0.113; C 0.000



This record from the OMol25 dataset describes a 2-piece molecular cluster, C8H16N3O2S overall. The level of theory is ωB97M-V/def2-TZVPD.

Output
Orbital gap   10.0 eV
Maximum force   0.92 eV/A
Spin multiplicity   1
Charge   +1
HOMO   -12.71 eV
Total energy   -1027.145178 hartree

CARTESIAN COORDINATES (ANGSTROEM)
1 N -1.000 1.311 1.219
2 C 0.435 1.617 1.302
3 C 0.707 2.530 2.438
4 C 1.890 2.729 3.082
5 N 1.648 3.664 4.068
6 C 0.376 4.016 4.035
7 N -0.210 3.344 3.054
8 H -1.080 0.453 0.671
9 H -1.312 1.053 2.150
10 H 1.022 0.714 1.470
11 H 0.784 2.044 0.368
12 H 2.823 2.253 2.873
13 H 2.341 4.006 4.713
14 H -0.099 4.712 4.694
15 H -1.179 3.397 2.774
16 C -0.599 -2.886 -3.839
17 C -0.640 -3.822 -2.622
18 C 0.054 -3.095 -1.462
19 S -0.175 -1.341 -1.774
20 O 1.109 -0.731 -2.006
21 O -1.069 -0.778 -0.781
22 C -1.036 -1.516 -3.328
23 H -1.249 -3.234 -4.639
24 H 0.418 -2.830 -4.232
25 H -1.678 -4.031 -2.358
26 H -0.157 -4.775 -2.828
27 H -0.380 -3.339 -0.496
28 H 1.125 -3.283 -1.445
29 H -0.762 -0.692 -3.982
30 H -2.105 -1.489 -3.117

natural (NBO) atomic charge list, values in e, 4 entries: N -0.837; C -0.263; C 0.164; C -0.068



This record from the OMol25 dataset describes one molecule with the formula C8H16N3OP at a distorted geometry. The level of theory is ωB97M-V/def2-TZVPD.

Output
Orbital gap   9.6 eV
Maximum force   4.87 eV/A
Spin multiplicity   1
HOMO   -8.85 eV
Total energy   -895.228918 hartree

CARTESIAN COORDINATES (ANGSTROEM)
1 C -2.047 1.227 -0.849
2 C -0.679 0.755 -0.341
3 C -0.677 0.990 1.228
4 C 0.691 1.390 1.713
5 N 1.640 0.442 1.128
6 C 1.760 -0.989 1.403
7 C 2.153 -1.679 0.037
8 N 1.945 -0.729 -1.105
9 C 0.709 -0.944 -1.808
10 C -0.502 -0.737 -0.859
11 P 2.025 0.829 -0.463
12 O 3.259 1.537 -0.730
13 N 0.221 1.767 -0.901
14 H -2.436 2.215 -0.411
15 H -2.903 0.584 -0.566
16 H -2.115 1.530 -1.923
17 H -1.126 0.015 1.577
18 H -1.466 1.861 1.564
19 H 1.124 2.211 1.215
20 H 0.670 1.359 2.744
21 H 0.734 -1.251 1.889
22 H 2.382 -1.004 2.285
23 H 3.297 -1.810 0.225
24 H 1.714 -2.680 0.025
25 H 0.895 -2.001 -2.187
26 H 0.845 -0.295 -2.588
27 H -1.510 -0.865 -1.218
28 H -0.401 -1.518 -0.135
29 H 0.160 1.808 -1.927

natural (NBO) atomic charge list, values in e, 4 entries: C -0.634; C 0.091; C -0.407; C -0.226



This record from the OMol25 dataset describes one molecule with the formula C8H16N4 at a distorted geometry. The level of theory is ωB97M-V/def2-TZVPD.

Output
Orbital gap   8.9 eV
Maximum force   5.16 eV/A
Spin multiplicity   1
HOMO   -8.19 eV
Total energy   -533.360222 hartree

CARTESIAN COORDINATES (ANGSTROEM)
1 C 0.629 0.459 2.393
2 C 0.651 -0.560 1.243
3 C 1.997 -0.880 0.649
4 N -0.333 -0.207 0.270
5 C -0.748 -1.484 -0.644
6 N -0.200 -2.656 -0.318
7 C -0.715 -3.458 -1.259
8 N -1.527 -2.728 -2.086
9 N -1.613 -1.470 -1.658
10 C -0.234 1.031 -0.545
11 C -1.680 1.480 -0.701
12 C 0.452 0.833 -1.937
13 H -0.362 0.617 2.837
14 H 1.215 0.211 3.264
15 H 1.076 1.414 1.965
16 H 0.223 -1.498 1.621
17 H 2.526 0.066 0.474
18 H 1.507 -1.481 -0.190
19 H 2.696 -1.660 1.051
20 H -0.512 -4.497 -1.480
21 H -2.226 -3.069 -2.857
22 H 0.346 1.706 0.011
23 H -1.939 1.874 0.235
24 H -1.596 2.213 -1.547
25 H -2.326 0.600 -1.112
26 H 0.155 -0.054 -2.543
27 H 1.576 0.892 -1.777
28 H 0.292 1.659 -2.606

natural (NBO) atomic charge list, values in e, 4 entries: C -0.608; C -0.062; C -0.667; N -0.440



This record from the OMol25 dataset describes an isolated ion of composition C8H16NO2 and charge -1 at a distorted geometry. The level of theory is ωB97M-V/def2-TZVPD.

Output
Orbital gap   6.4 eV
Maximum force   1.81 eV/A
Spin multiplicity   1
Charge   -1
HOMO   -2.61 eV
Total energy   -519.650899 hartree

CARTESIAN COORDINATES (ANGSTROEM)
1 C 4.278 0.061 -0.126
2 C 3.374 -0.992 -0.728
3 O 3.544 -2.201 -0.534
4 O 2.409 -0.471 -1.495
5 C 0.990 -0.937 -1.069
6 N 0.660 -0.570 0.203
7 C 0.222 0.804 0.273
8 C -1.190 1.090 -0.247
9 C -2.356 0.612 0.649
10 C -1.999 -0.529 1.596
11 C -3.515 0.154 -0.238
12 H 4.068 1.022 -0.574
13 H 5.322 -0.182 -0.289
14 H 4.049 0.077 0.932
15 H 0.987 -2.018 -1.185
16 H 0.391 -0.494 -1.877
17 H 0.273 1.159 1.303
18 H 0.905 1.470 -0.290
19 H -1.290 2.175 -0.344
20 H -1.333 0.691 -1.246
21 H -2.709 1.443 1.259
22 H -1.683 -1.398 1.032
23 H -1.178 -0.293 2.259
24 H -2.887 -0.796 2.169
25 H -3.771 0.948 -0.938
26 H -4.389 -0.137 0.335
27 H -3.172 -0.690 -0.829

natural (NBO) atomic charge list, values in e, 4 entries: C -0.721; C 0.826; O -0.652; O -0.623



This record from the OMol25 dataset describes an isolated ion of composition C8H16NO3 and charge +1 at a distorted geometry. The level of theory is ωB97M-V/def2-TZVPD.

Output
Orbital gap (alpha / beta)   8.2 / 8.3 eV
Maximum force   1.94 eV/A
Spin multiplicity   1
Charge   +1
HOMO (alpha / beta)   -11.05 / -10.90 eV
Total energy   -594.530454 hartree

CARTESIAN COORDINATES (ANGSTROEM)
1 C 0.265 -0.860 -0.803
2 C -2.330 1.739 1.102
3 C -1.086 -1.392 -0.288
4 C 3.313 -0.541 0.371
5 C 2.283 0.271 0.112
6 C -2.069 -0.280 -0.055
7 C 2.332 1.666 -0.428
8 C -3.454 -0.295 -0.614
9 N 0.934 -0.224 0.360
10 O -1.666 0.690 0.729
11 O -0.740 -2.099 0.907
12 O 4.605 -0.309 0.194
13 H 0.890 -1.681 -1.156
14 H 0.121 -0.137 -1.605
15 H -3.349 1.916 0.820
16 H -1.814 2.398 1.772
17 H -1.506 -2.080 -1.029
18 H 3.146 -1.531 0.781
19 H 3.353 2.036 -0.476
20 H 1.771 2.345 0.215
21 H 1.913 1.724 -1.432
22 H -4.201 -0.281 0.185
23 H -3.617 -1.177 -1.222
24 H -3.626 0.589 -1.234
25 H 0.317 0.541 0.680
26 H 0.903 -0.953 1.093
27 H -1.480 -2.640 1.199
28 H 4.791 0.565 -0.177

natural (NBO) atomic charge list, values in e, 4 entries: C -0.226; C -0.125; C 0.020; C 0.199



This record from the OMol25 dataset describes C8H16NO5S as an isolated structure at a distorted geometry. The level of theory is ωB97M-V/def2-TZVPD.

Output
Orbital gap   11.0 eV
Maximum force   5.93 eV/A
Spin multiplicity   1
Charge   +1
HOMO   -15.18 eV
Total energy   -1143.191720 hartree

CARTESIAN COORDINATES (ANGSTROEM)
1 C -0.343 -0.567 0.312
2 C -2.693 -1.297 0.414
3 C -4.055 -0.582 0.236
4 C 2.661 -0.464 -0.405
5 C 2.083 1.989 0.081
6 C 1.888 0.353 1.962
7 C -1.668 -0.946 -2.092
8 C 1.842 0.520 0.473
9 N -1.768 -0.467 -0.263
10 O -0.151 -1.424 1.105
11 O -2.105 1.258 1.470
12 O -1.789 2.033 -0.812
13 O -3.874 0.755 -0.264
14 O 0.351 0.350 -0.215
15 S -2.342 1.133 0.129
16 H -2.405 -1.398 1.492
17 H -2.967 -2.243 -0.095
18 H -4.643 -0.989 -0.591
19 H -4.557 -0.354 1.191
20 H 3.015 -1.380 0.163
21 H 1.917 -0.683 -1.226
22 H 3.531 0.148 -0.622
23 H 2.012 2.040 -1.020
24 H 3.117 2.399 0.423
25 H 1.389 2.756 0.329
26 H 2.087 -0.704 2.277
27 H 2.850 0.945 2.175
28 H 1.106 0.972 2.451
29 H -1.024 -0.211 -2.427
30 H -1.487 -2.003 -1.923
31 H -2.657 -0.773 -2.559

natural (NBO) atomic charge list, values in e, 4 entries: C 0.925; C -0.308; C -0.110; C -0.665



This record from the OMol25 dataset describes a 2-piece molecular cluster, C8H16O4 overall at a distorted geometry. The level of theory is ωB97M-V/def2-TZVPD.

Output
Orbital gap   10.7 eV
Maximum force   6.29 eV/A
Spin multiplicity   1
HOMO   -10.06 eV
Total energy   -615.358812 hartree

CARTESIAN COORDINATES (ANGSTROEM)
1 C 0.000 0.000 0.000
2 C 0.210 -1.358 0.703
3 C 1.175 -2.341 0.078
4 O 1.955 -2.008 -0.898
5 O 1.136 -3.503 0.642
6 C 1.976 -4.603 0.234
7 H -0.972 0.423 0.305
8 H -0.014 -0.162 -1.091
9 H 0.791 0.731 0.237
10 H 0.403 -1.204 1.782
11 H -0.810 -1.775 0.600
12 H 3.056 -4.378 0.274
13 H 1.720 -4.913 -0.793
14 H 1.765 -5.442 0.918
15 C 3.310 -13.034 -3.720
16 C 2.007 -12.258 -3.969
17 C 2.124 -10.694 -4.262
18 O 1.254 -9.963 -3.789
19 O 3.138 -10.359 -5.067
20 C 3.149 -8.936 -5.335
21 H 3.293 -13.435 -2.693
22 H 4.233 -12.445 -3.853
23 H 3.328 -13.880 -4.428
24 H 1.627 -12.696 -4.912
25 H 1.270 -12.478 -3.174
26 H 2.256 -8.539 -5.847
27 H 4.017 -8.826 -6.007
28 H 3.329 -8.338 -4.426

natural (NBO) atomic charge list, values in e, 4 entries: C -0.598; C -0.506; C 0.790; O -0.640